Density functional theory data (ωB97M-V/def2-TZVPD) for an isolated molecule of C4H8INO2 in a non-equilibrium geometry.

Its structure (SMILES) is CC[C@](C)(I)[N+](=O)[O-]. The value obtained for the energy above the lowest of the compared OMol25 structures with the same formula, charge and spin is 390.3 kJ/mol. The HOMO energy comes out at -9.9 eV. The calculation puts the LUMO energy at -0.0183 hartree. The calculation puts the HOMO-LUMO gap at 9.4013 eV. As for the total charge: 0.

The geometry in XYZ format:
```
16
Properties=species:S:1:pos:R:3:forces:R:3:nbo_charge:R:1
C 1.469936 -0.062503 -1.157680 0.0325 -3.0197 3.1910 -0.603
C -1.206934 -1.149587 0.208346 2.2121 1.2918 3.4014 -0.622
C 0.263719 0.802378 -0.780251 0.6120 -1.1361 0.3289 -0.454
C -0.595211 0.340556 0.430596 -0.3322 -1.4205 -2.5562 -0.017
N 0.096376 0.429436 1.710832 -0.0548 0.8318 0.4639 0.476
O -0.015465 -0.576831 2.358686 0.9000 -0.2749 1.4972 -0.351
O 0.619773 1.487673 2.043345 -0.0797 -1.0839 -0.2863 -0.374
I -2.329598 1.532773 0.614232 -0.3829 0.7248 -0.0186 0.179
H 1.835274 0.248879 -2.063246 0.7804 0.7814 -2.3569 0.217
H 2.342825 0.024590 -0.441362 -1.0750 -0.0200 -0.5143 0.212
H 1.251973 -1.197681 -1.241218 0.1773 1.8330 0.1152 0.204
H -1.936520 -1.248115 1.022229 0.0867 -0.2845 -0.4928 0.233
H -1.661332 -1.154780 -0.710348 -1.0509 -0.1781 -2.2666 0.210
H -0.450517 -1.956189 0.362686 -0.4765 0.7909 -0.4377 0.233
H 0.722226 1.779111 -0.748999 -0.8115 0.6975 0.5088 0.240
H -0.406525 0.700290 -1.607848 -0.5374 0.4665 -0.5770 0.217
```
Positions in Å, forces in eV/Å.